Entry 1:
Computed, not measured: a structure of composition C31H53BrNO3P3Pt in a non-equilibrium geometry, with wB97M-V/def2-TZVPD.

```
! RIJCOSX wB97M-V def2-TZVPD def2/J DEFGRID3
* xyz 4 5
C 3.192 4.672 -1.724
C 2.053 4.398 -2.498
C 2.216 4.188 -3.876
C 3.516 4.224 -4.400
N 4.585 4.492 -3.656
C 4.448 4.673 -2.345
C 0.782 4.316 -1.849
C -0.274 4.092 -1.271
C -1.323 3.711 -0.445
C -0.933 3.504 0.920
C -1.467 2.347 1.454
C -1.831 1.405 0.467
C -2.745 1.852 -0.516
C -2.502 3.126 -0.982
Pt -1.129 -0.493 0.603
P 1.048 -0.387 -0.347
H 1.355 4.053 -4.540
H 3.094 4.936 -0.668
H 3.673 4.023 -5.460
H 5.338 4.828 -1.743
H -3.025 3.532 -1.860
H -0.108 4.090 1.394
H -3.542 1.188 -0.867
H -1.561 2.103 2.502
C 1.830 -2.051 -0.269
C 3.015 -2.408 -1.163
H 1.023 -2.778 -0.425
H 2.112 -2.165 0.786
H 3.314 -3.442 -0.951
H 2.775 -2.364 -2.230
H 3.902 -1.794 -0.980
C 1.077 0.268 -2.068
C 2.432 0.570 -2.715
H 0.491 1.202 -2.034
H 0.509 -0.435 -2.696
H 2.284 0.807 -3.775
H 2.904 1.454 -2.264
H 3.134 -0.273 -2.669
C 2.278 0.693 0.480
C 3.768 0.451 0.247
H 2.083 0.590 1.553
H 2.008 1.722 0.210
H 4.342 1.257 0.720
H 4.110 -0.489 0.696
H 4.059 0.447 -0.808
Br -3.393 -1.365 1.367
P -1.874 -1.966 -1.570
C -0.788 -2.740 -2.833
C -1.360 -3.950 -3.561
H 0.131 -3.020 -2.301
H -0.501 -1.972 -3.560
H -0.610 -4.336 -4.259
H -1.603 -4.767 -2.878
H -2.251 -3.708 -4.150
C -3.064 -3.282 -1.095
C -4.446 -3.227 -1.736
H -3.186 -3.169 0.004
H -2.581 -4.258 -1.244
H -5.090 -3.956 -1.224
H -4.910 -2.237 -1.615
H -4.430 -3.496 -2.804
C -2.738 -0.610 -2.472
C -3.182 -0.866 -3.905
H -2.058 0.258 -2.427
H -3.604 -0.340 -1.856
H -3.653 0.051 -4.282
H -2.334 -1.095 -4.561
H -3.932 -1.664 -3.960
C -3.306 -2.578 4.462
C -2.344 -1.426 4.408
O -1.248 -1.850 3.536
P -0.322 -0.840 2.770
O 1.178 -1.450 2.913
C 1.994 -1.604 4.155
C 1.203 -1.895 5.393
O -0.316 0.465 3.715
C 0.757 1.486 3.891
C 0.095 2.729 4.417
H -3.681 -2.821 3.464
H -4.161 -2.298 5.087
H -2.823 -3.458 4.882
H -2.844 -0.533 4.016
H -1.896 -1.223 5.385
H 2.671 -2.435 3.917
H 2.589 -0.688 4.255
H 0.541 -1.059 5.656
H 0.620 -2.814 5.278
H 1.896 -2.043 6.227
H 1.497 1.079 4.593
H 1.241 1.688 2.920
H -0.517 2.497 5.294
H 0.859 3.457 4.699
H -0.536 3.198 3.653
*
```

Values from the calculation:
Kohn-Sham gap (spin up / spin down): 6.620 / 4.972 eV

=====

Entry 2:
Computed, not measured: a structure of composition C31H53N4O3PPdS, with wB97M-V/def2-TZVPD.

```
! RIJCOSX wB97M-V def2-TZVPD def2/J DEFGRID3
* xyz 2 1
Pd 0.007 -0.378 -0.463
N 0.097 0.378 3.796
C 1.501 0.064 4.148
C 1.921 -1.250 3.481
C 2.069 -1.190 1.956
N 0.741 -1.286 1.270
C 2.887 0.036 1.531
C 2.497 1.352 2.191
N 1.170 1.800 1.606
C 2.399 1.223 3.705
H -0.498 -0.423 3.992
H 0.381 1.425 2.204
H -0.261 1.120 4.393
H 1.623 -0.056 5.229
H 1.225 -2.047 3.760
H 2.888 -1.548 3.893
H 2.617 -2.081 1.641
H 0.025 -0.869 1.874
H 0.476 -2.267 1.191
H 2.856 0.154 0.448
H 3.928 -0.154 1.798
H 3.216 2.121 1.911
H 1.041 1.365 0.678
H 1.064 2.811 1.525
H 2.074 2.161 4.160
H 3.410 1.041 4.075
O -1.977 0.640 -3.727
C -2.294 0.820 -2.577
N -1.453 0.614 -1.469
S -2.271 0.807 -0.068
O -2.390 -0.504 0.552
O -1.525 1.747 0.758
C -3.759 1.386 -0.721
C -4.918 1.770 -0.081
C -5.985 2.123 -0.901
C -5.875 2.076 -2.288
C -4.699 1.671 -2.908
C -3.630 1.321 -2.103
H -4.999 1.799 0.996
H -6.917 2.437 -0.452
H -6.725 2.357 -2.893
H -4.608 1.623 -3.984
C 4.556 -3.780 -1.979
C 4.852 -2.286 -1.788
C 3.581 -1.506 -1.426
C 2.392 -2.119 -2.169
C 2.080 -3.494 -1.552
C 3.372 -4.213 -1.123
P 0.914 -1.094 -2.380
C -0.435 -2.055 -3.123
C 0.014 -2.783 -4.423
C -1.007 -3.865 -4.812
C -2.414 -3.435 -4.423
C -2.546 -3.352 -2.895
C -1.209 -3.015 -2.214
C 1.208 0.372 -3.408
C 1.721 1.606 -2.645
C 2.155 2.665 -3.653
C 3.396 2.208 -4.433
C 3.481 0.682 -4.540
C 2.096 0.060 -4.656
H 5.438 -4.370 -1.735
H 4.338 -3.993 -3.029
H 5.285 -1.867 -2.699
H 5.593 -2.145 -1.000
H 3.712 -0.443 -1.631
H 3.387 -1.615 -0.360
H 2.703 -2.261 -3.214
H 1.531 -4.104 -2.269
H 1.419 -3.360 -0.687
H 3.222 -5.290 -1.193
H 3.589 -4.005 -0.072
H -1.126 -1.259 -3.409
H 0.999 -3.240 -4.308
H 0.091 -2.049 -5.226
H -0.761 -4.810 -4.320
H -0.933 -4.051 -5.884
H -3.151 -4.130 -4.824
H -2.631 -2.465 -4.879
H -2.911 -4.299 -2.498
H -3.286 -2.595 -2.625
H -0.625 -3.922 -2.046
H -1.404 -2.572 -1.228
H 0.190 0.607 -3.744
H 2.567 1.354 -1.995
H 0.913 1.980 -2.007
H 2.360 3.607 -3.143
H 1.321 2.861 -4.331
H 4.299 2.590 -3.954
H 3.375 2.642 -5.434
H 4.006 0.263 -3.677
H 4.075 0.401 -5.410
H 2.169 -1.008 -4.854
H 1.581 0.476 -5.525
*
```

Values from the calculation:
Relative energy (zero: lowest compared OMol25 entry of this formula, charge and spin): 40.38 kcal per mole
Kohn-Sham gap: 7.900 eV